Record 1
Density functional theory data (wB97M-V/def2-TZVPD) for 7 unconnected molecules or ions with the total composition C38H42ClIN7O3PS3.

Structure (XYZ):
```
96
Properties=species:S:1:pos:R:3:forces:R:3
C -0.231 1.879 -2.669 0.084 0.036 -0.457
C 1.204 1.617 -2.240 0.087 0.246 0.308
C 1.413 0.809 -0.938 -0.068 0.083 -0.387
Cl -0.069 -0.114 -0.505 0.098 -0.002 0.100
C 2.583 -0.177 -1.052 -0.127 -0.087 0.237
C 2.736 -1.120 0.160 0.042 0.309 -0.023
P 3.120 -0.332 1.789 0.534 0.065 0.313
S 4.994 -0.136 2.255 -0.112 -0.016 -0.028
C 3.739 -2.270 -0.087 -0.022 -0.081 0.561
N 3.121 -3.550 -0.330 -0.235 0.119 -0.413
C 2.274 -3.789 -1.163 0.375 0.335 0.396
S 1.154 -4.088 -2.189 -0.300 -0.275 -0.240
S 4.867 -1.893 -1.440 -0.073 -0.353 -0.319
O 4.184 -2.087 -2.681 -0.102 -0.024 -0.076
O 6.115 -2.515 -1.196 0.248 0.121 0.101
O 5.052 -0.338 -1.204 -0.072 0.175 0.241
C 3.902 0.486 -1.476 0.021 0.000 -0.287
I 4.362 2.389 -0.613 -0.005 -0.029 0.070
H -0.204 2.605 -3.486 -0.015 0.011 0.016
H -0.726 0.992 -3.060 -0.097 -0.048 0.184
H -0.824 2.321 -1.875 -0.042 -0.105 0.100
H 1.647 2.593 -2.043 0.142 -0.003 -0.102
H 1.773 1.169 -3.058 -0.120 -0.166 -0.036
H 1.560 1.509 -0.120 -0.030 -0.053 0.088
H 2.306 -0.829 -1.886 0.068 -0.016 -0.037
H 1.750 -1.557 0.318 0.037 -0.133 -0.042
H 2.380 0.855 1.814 -0.197 -0.042 -0.089
H 2.406 -1.156 2.671 -0.172 0.013 -0.043
H 4.402 -2.357 0.776 0.109 -0.092 -0.075
H 3.885 0.671 -2.545 -0.003 0.094 -0.006
C -5.561 -1.043 0.346 -0.016 0.023 -0.002
C -4.371 -1.721 0.146 0.005 0.007 0.022
C -3.264 -0.999 -0.278 -0.051 0.006 -0.022
N -3.279 0.312 -0.509 -0.088 -0.089 0.082
C -4.432 0.946 -0.314 0.018 0.127 0.067
C -5.596 0.323 0.110 0.019 -0.020 0.003
H -6.447 -1.569 0.677 0.009 -0.009 0.024
H -4.303 -2.788 0.305 -0.007 -0.010 -0.041
H -2.320 -1.505 -0.446 -0.006 -0.024 -0.025
H -4.422 2.013 -0.518 -0.024 0.003 0.027
H -6.504 0.895 0.246 0.008 0.012 0.014
C 0.859 7.396 -0.463 0.004 0.005 0.005
C 0.966 6.379 0.473 -0.011 0.005 -0.030
C 0.784 5.073 0.047 0.021 -0.055 -0.010
N 0.515 4.737 -1.213 0.030 0.052 0.074
C 0.414 5.724 -2.100 -0.002 -0.027 0.001
C 0.577 7.063 -1.777 0.001 0.013 0.007
H 0.994 8.430 -0.173 0.002 0.000 0.001
H 1.187 6.591 1.510 -0.001 -0.005 0.004
H 0.860 4.248 0.749 0.003 0.023 0.021
H 0.192 5.425 -3.119 0.002 0.015 -0.003
H 0.485 7.823 -2.541 -0.003 -0.005 -0.006
C -8.508 -5.818 -0.348 -0.001 0.001 0.006
C -7.303 -6.482 -0.508 -0.008 0.004 0.001
C -6.197 -5.754 -0.920 0.010 0.007 -0.005
N -6.228 -4.448 -1.174 0.007 -0.001 0.037
C -7.393 -3.823 -1.019 0.005 -0.008 -0.023
C -8.556 -4.458 -0.608 0.000 -0.010 -0.002
H -9.394 -6.350 -0.026 -0.001 0.000 0.001
H -7.218 -7.543 -0.318 0.008 -0.001 -0.001
H -5.237 -6.241 -1.054 -0.008 -0.014 0.002
H -7.393 -2.761 -1.238 -0.020 -0.001 -0.018
H -9.474 -3.897 -0.497 0.001 0.005 -0.011
C 7.925 -2.211 3.203 0.019 -0.008 -0.025
C 9.188 -2.397 2.666 -0.005 -0.010 0.015
C 10.144 -3.046 3.434 0.009 -0.005 0.008
N 9.918 -3.502 4.664 0.002 -0.001 0.000
C 8.700 -3.316 5.167 0.007 -0.004 0.006
C 7.674 -2.681 4.482 0.001 0.003 0.002
H 7.148 -1.712 2.639 0.017 -0.022 -0.011
H 9.429 -2.048 1.671 0.005 -0.010 -0.004
H 11.143 -3.211 3.044 -0.004 0.010 -0.013
H 8.539 -3.694 6.171 -0.016 0.003 -0.003
H 6.702 -2.557 4.940 0.002 0.006 0.006
C -5.953 1.666 -5.717 0.000 0.003 -0.001
C -4.764 1.547 -6.417 -0.009 0.002 0.004
C -3.635 1.118 -5.733 0.011 -0.001 0.008
N -3.628 0.816 -4.438 -0.002 0.006 -0.001
C -4.777 0.935 -3.775 0.038 -0.022 -0.077
C -5.960 1.354 -4.367 0.001 0.005 -0.002
H -6.856 1.996 -6.214 -0.001 0.000 0.000
H -4.708 1.779 -7.472 0.008 -0.005 -0.002
H -2.687 1.011 -6.251 -0.009 0.007 -0.014
H -4.744 0.684 -2.723 -0.017 -0.027 -0.057
H -6.865 1.431 -3.778 0.004 -0.004 0.007
C -0.189 2.158 5.840 0.003 -0.001 0.000
C 0.087 0.819 6.065 0.001 0.014 0.005
C 1.251 0.286 5.531 0.005 0.008 0.003
N 2.120 0.992 4.812 -0.060 -0.064 -0.111
C 1.844 2.277 4.604 0.038 0.009 -0.013
C 0.708 2.905 5.094 -0.003 -0.007 0.010
H -1.087 2.611 6.239 -0.002 -0.001 -0.003
H -0.584 0.197 6.641 0.005 -0.006 0.001
H 1.501 -0.758 5.689 -0.014 -0.003 0.006
H 2.572 2.828 4.018 -0.003 0.011 0.001
H 0.536 3.954 4.896 0.004 0.001 -0.005
```
Positions in Å, forces in eV/Å.

The SMILES is CC[C@@H](Cl)[C@@H]1[C@H]([PH2]=S)[C@@H](N=C=S)S(=O)(=O)O[C@@H]1I.c1ccncc1.c1ccncc1.c1ccncc1.c1ccncc1.c1ccncc1.c1ccncc1. As for the multiplicity: 1. The frontier orbital gap comes out at 8.84 eV.

=====

Record 2
Density functional theory data (wB97M-V/def2-TZVPD) for 2 unconnected molecules or ions with the total composition C3H7N2O2 at a distorted geometry.

Structure (XYZ):
```
14
Properties=species:S:1:pos:R:3:forces:R:3
C 0.418 1.425 -0.265 -2.239 2.826 1.426
C 0.705 -0.796 -0.615 -0.222 -2.060 1.008
C -0.748 -0.503 -0.080 1.754 -1.814 5.185
N 1.188 0.524 -0.721 -1.450 -0.883 0.325
N -0.789 0.902 0.077 1.882 0.439 -0.337
O 1.519 -1.563 0.300 -1.784 0.890 -0.332
O -1.900 -0.915 -0.553 -0.409 -2.957 -2.854
H 0.877 2.477 -0.131 -1.652 -1.613 -0.233
H 0.668 -1.263 -1.583 0.048 -0.398 -0.581
H -0.783 -1.255 1.541 0.627 1.723 -3.203
H 2.073 0.717 -0.950 4.103 0.807 -1.115
H -1.729 1.237 0.205 0.224 1.177 0.296
H 2.436 -1.673 0.021 -0.105 0.027 -0.458
H -1.764 -1.854 -0.924 -0.777 1.836 0.870
```
Positions in Å, forces in eV/Å.

The charge is +1. As for the multiplicity: 1. The frontier orbital gap comes out at 8.88 eV.

=====

Record 3
Density functional theory data (wB97M-V/def2-TZVPD) for a molecular structure, C26H35N4O9PReS2Se4.

Structure (XYZ):
```
82
Properties=species:S:1:pos:R:3:forces:R:3
Re -1.916 0.309 -0.165 -0.397 -0.231 0.446
Se -1.671 1.992 1.794 -0.197 0.515 0.135
Se -0.711 4.091 1.443 -0.032 -0.104 -0.123
Se -1.955 3.831 -2.209 -0.099 -0.005 0.150
Se -1.725 1.565 -2.303 0.228 0.246 -0.645
C -1.470 -3.085 1.103 0.092 -0.133 -0.127
C -2.051 -2.049 2.035 -0.002 0.383 0.125
O -2.389 -2.385 3.165 -0.012 -0.057 0.068
O -2.151 -0.825 1.616 -0.013 -0.115 -0.144
H -1.142 -3.944 1.686 -0.016 -0.011 -0.006
H -0.645 -2.682 0.518 0.017 0.020 -0.015
H -2.232 -3.407 0.392 0.000 -0.006 -0.006
C 2.632 -1.382 -0.572 -0.021 0.022 -0.008
O 2.865 -0.432 -1.608 -0.084 0.023 -0.025
P 1.516 0.159 -2.351 0.467 -0.148 0.017
O 2.243 1.401 -3.122 -0.168 -0.057 -0.010
C 1.827 2.728 -2.780 0.014 0.037 0.079
O 1.518 -0.924 -3.579 0.062 0.069 -0.069
C 0.476 -0.798 -4.546 -0.040 -0.010 0.094
H 3.385 -1.230 0.203 0.015 0.005 0.006
H 2.723 -2.399 -0.961 -0.017 -0.007 -0.010
H 1.642 -1.256 -0.121 -0.002 0.003 0.002
H 1.514 3.243 -3.687 -0.012 -0.008 -0.011
H 2.669 3.258 -2.329 0.005 -0.008 0.001
H 0.985 2.727 -2.085 0.001 0.016 -0.036
H 0.586 -1.631 -5.238 -0.012 -0.020 -0.009
H 0.570 0.145 -5.089 -0.018 0.010 -0.022
H -0.511 -0.838 -4.077 0.011 0.004 0.002
S -3.562 1.842 0.662 0.263 -0.227 -0.014
N -1.843 -1.188 -1.270 -0.173 0.036 0.233
C -2.297 -2.075 -2.071 -0.008 -0.131 -0.194
C -1.525 -3.319 -2.361 -0.131 0.114 -0.022
C -2.155 -4.512 -2.726 -0.040 -0.105 -0.020
C -1.426 -5.676 -2.941 -0.018 0.056 0.012
C -0.046 -5.680 -2.799 -0.022 0.065 0.019
C 0.591 -4.503 -2.419 -0.015 -0.012 0.019
C -0.141 -3.349 -2.196 0.093 0.026 -0.018
C -3.648 -1.889 -2.686 0.027 -0.082 -0.015
C -3.922 -2.303 -3.992 0.001 0.004 -0.076
C -5.162 -2.080 -4.574 0.012 0.011 0.056
C -6.165 -1.435 -3.860 0.098 -0.006 0.029
C -5.900 -1.010 -2.563 0.003 -0.008 -0.005
C -4.659 -1.233 -1.987 -0.080 0.027 0.052
H -3.233 -4.536 -2.822 0.021 -0.005 -0.015
H -1.946 -6.587 -3.216 -0.006 0.001 0.003
H 0.524 -6.585 -2.971 0.003 -0.002 0.001
H 1.668 -4.483 -2.293 -0.004 0.007 -0.010
H 0.353 -2.440 -1.894 0.035 0.051 0.019
H -3.140 -2.784 -4.569 -0.026 -0.016 0.012
H -5.343 -2.403 -5.593 0.011 0.012 -0.006
H -7.132 -1.252 -4.313 -0.001 -0.001 0.005
H -6.662 -0.491 -1.995 0.001 -0.005 0.004
H -4.463 -0.886 -0.978 0.001 0.005 -0.011
C 0.785 5.586 5.344 0.039 -0.006 -0.081
C 1.607 5.130 4.142 -0.157 0.144 0.071
S 2.682 3.829 4.625 0.202 -0.052 0.341
O 3.711 4.360 5.501 -0.091 -0.077 -0.020
O 1.881 2.725 5.087 0.111 -0.004 0.040
C 3.507 3.397 3.097 0.125 -0.134 -0.119
C 3.889 1.915 3.022 -0.284 0.195 0.202
N 2.698 1.078 2.913 0.347 -0.199 -0.321
C 1.867 1.105 1.839 -0.124 0.258 -0.151
N 0.817 0.328 2.002 0.184 -0.461 0.122
C 0.956 -0.250 3.225 -0.168 -0.078 -0.111
C 2.122 0.176 3.787 0.126 0.097 0.593
N 2.674 -0.195 5.051 -0.140 0.072 -0.437
O 3.834 0.126 5.291 -0.073 -0.111 0.174
O 1.968 -0.845 5.799 0.140 0.065 -0.004
C 2.067 1.936 0.623 0.079 -0.100 0.086
H 0.251 6.500 5.089 -0.027 -0.015 -0.025
H 1.415 5.779 6.213 0.009 0.017 -0.007
H 0.053 4.821 5.596 -0.001 -0.004 0.028
H 2.251 5.917 3.744 -0.071 0.024 -0.031
H 0.959 4.715 3.358 -0.002 0.111 -0.044
H 4.391 4.035 3.095 0.054 -0.083 -0.136
H 2.860 3.667 2.265 -0.079 0.080 0.069
H 4.463 1.626 3.895 -0.098 -0.117 -0.032
H 4.491 1.732 2.133 0.094 0.145 -0.035
H 0.223 -0.928 3.637 0.022 -0.002 -0.035
H 3.098 1.917 0.259 -0.008 -0.006 0.001
H 1.725 2.958 0.800 -0.008 0.001 -0.059
H 1.405 1.537 -0.142 -0.012 -0.008 0.002
```
Positions in Å, forces in eV/Å.

The charge is -2. Its expectation value of S² is 3.795. As for the multiplicity: 4. The frontier orbital gap (spin up / spin down) comes out at 5.57 / 5.13 eV.

=====

Record 4
Density functional theory data (wB97M-V/def2-TZVPD) for 2 unconnected molecules or ions with the total composition C4H11NO at a distorted geometry.

Structure (XYZ):
```
17
Properties=species:S:1:pos:R:3:forces:R:3
C 1.448 0.319 -0.357 0.249 -1.018 0.469
C 2.049 0.624 0.783 -0.240 0.405 0.372
C 3.520 0.883 0.980 -0.723 -0.177 -0.289
H 0.380 0.171 -0.349 -0.111 -0.079 -0.245
H 2.026 -0.094 -1.177 -0.088 0.608 -0.403
H 1.411 0.702 1.665 0.118 0.422 -0.114
H 3.765 0.832 2.033 0.308 -0.119 0.123
H 4.070 0.157 0.396 0.442 -0.124 0.035
H 3.774 1.876 0.611 0.049 0.063 0.059
N -3.587 -0.307 0.053 -0.157 0.184 0.207
C -2.613 -0.651 -0.948 0.514 -0.089 -0.630
O -1.754 -1.656 -0.447 -0.145 -0.494 -0.351
H -4.233 0.406 -0.263 -0.040 -0.052 -0.192
H -3.109 0.083 0.857 0.023 -0.076 0.082
H -3.107 -0.971 -1.875 -0.195 -0.071 0.254
H -1.932 0.150 -1.266 -0.099 0.202 0.308
H -2.109 -2.524 -0.696 0.096 0.418 0.316
```
Positions in Å, forces in eV/Å.

The SMILES is C=CC.NCO. As for the multiplicity: 1. The frontier orbital gap comes out at 10.36 eV.